<i>
Formula: C7H13N3
Source: the Open Molecules 2025 dataset
Level of theory: ωB97M-V with the def2-TZVPD basis set

Its frontier orbital gap is 7.94 eV. The value obtained for the LUMO energy is -9.9 eV.

```
! RIJCOSX wB97M-V def2-TZVPD def2/J DEFGRID3
* xyz 2 1
C -0.08 -1.18 -0.55
C -0.63 -0.13 0.01
C 1.37 -1.21 -1.01
C 1.86 1.07 -0.51
C -2.81 0.94 0.12
C -1.72 -0.01 2.17
C -1.44 0.73 0.78
N 2.21 -0.16 -1.08
N 1.77 -2.42 -1.27
N 2.76 1.96 -0.53
H -0.75 -2.14 -0.52
H -2.69 0.76 -1.00
H -3.14 2.05 0.12
H -3.62 0.23 0.45
H -2.61 0.57 2.53
H -0.84 0.12 2.78
H -1.87 -1.17 1.97
H -1.12 1.67 0.96
H 3.16 -0.38 -1.40
H 1.22 -3.28 -1.35
H 2.65 -2.70 -1.68
H 2.54 2.90 -0.14
H 3.78 1.80 -0.84
*
```

***

<ii>
Formula: C7H13N3
Source: the Open Molecules 2025 dataset
Level of theory: ωB97M-V with the def2-TZVPD basis set

Its frontier orbital gap is 8.72 eV. As for the SMILES: CC(=[NH2+])Cc1[nH]c(C)c[nH+]1. The value obtained for the LUMO energy is -8.1 eV.

```
! RIJCOSX wB97M-V def2-TZVPD def2/J DEFGRID3
* xyz 2 1
C 2.04 -1.03 -0.63
C 2.23 0.17 0.00
C 0.15 -0.50 0.44
C -1.19 -0.55 0.98
C -1.93 0.93 -0.95
C -2.27 -0.09 -0.06
C 3.47 0.94 0.10
N 1.07 0.49 0.60
N 0.77 -1.44 -0.38
N -3.44 -0.63 -0.06
H 2.64 -1.61 -1.17
H -1.60 -1.48 1.51
H -1.25 0.19 1.90
H -0.82 1.29 -0.99
H -2.70 1.76 -0.66
H -2.27 0.74 -1.92
H 3.44 2.01 -0.12
H 3.71 1.16 1.22
H 4.34 0.44 -0.29
H 0.44 -2.43 -0.52
H 0.99 1.25 1.36
H -3.81 -1.46 0.49
H -4.03 -0.16 -0.85
*
```

***

<iii>
Formula: C7H13N3
Source: the Open Molecules 2025 dataset
Level of theory: ωB97M-V with the def2-TZVPD basis set

Its frontier orbital gap is 8.93 eV. As for the SMILES: [H]/N=C1/C(C)=[N+](C)C(=[NH2+])[C@@H]1C. The value obtained for the LUMO energy is -10.2 eV.

```
! RIJCOSX wB97M-V def2-TZVPD def2/J DEFGRID3
* xyz 2 1
C 0.16 1.31 0.11
C -1.12 0.59 0.12
C 0.65 -0.95 -0.22
C 1.26 0.38 -0.24
C -2.29 1.35 0.16
C 2.57 0.47 0.50
C -1.90 -1.69 -0.30
N 0.21 2.54 0.21
N -0.81 -0.71 0.01
N 1.19 -2.10 -0.07
H 1.51 0.46 -1.31
H -2.03 2.31 -0.35
H -2.50 1.77 1.11
H -3.16 0.88 -0.20
H 2.43 0.71 1.59
H 3.01 1.37 0.11
H 3.13 -0.39 0.19
H -2.53 -1.41 -1.20
H -2.67 -1.74 0.44
H -1.35 -2.69 -0.59
H 1.19 2.91 0.18
H 2.26 -2.31 -0.12
H 0.79 -3.07 -0.13
*
```

***

Of them, <i> has the lowest stability.

***

<i>
Formula: C3H4S4
Source: the Open Molecules 2025 dataset
Level of theory: ωB97M-V with the def2-TZVPD basis set

Its frontier orbital gap is 7.98 eV. As for the SMILES: S=C1C[C@H](S)SS1. The value obtained for the LUMO energy is -0.6 eV.

```
! RIJCOSX wB97M-V def2-TZVPD def2/J DEFGRID3
* xyz 0 1
C 2.33 -0.27 -0.07
C 1.02 -0.54 0.50
C 0.07 0.72 0.05
S 3.36 -1.36 -0.76
S 2.76 1.44 0.13
S 0.89 2.17 0.62
S -0.19 0.51 -1.78
H 0.54 -1.48 0.24
H 1.12 -0.52 1.67
H -0.82 0.74 0.65
H -1.13 1.61 -2.05
*
```

***

<ii>
Formula: C3H4S4
Source: the Open Molecules 2025 dataset
Level of theory: ωB97M-V with the def2-TZVPD basis set

Its frontier orbital gap (spin up / spin down) is 7.08 / 7.08 eV. The value obtained for the LUMO energy (spin up / spin down) is -1.2 / -1.2 eV.

```
! RIJCOSX wB97M-V def2-TZVPD def2/J DEFGRID3
* xyz 0 1
C -1.39 -1.29 -0.28
C -1.21 -1.88 0.78
C 0.59 0.73 -0.13
S -0.39 1.01 -2.74
S 1.03 0.26 -1.66
S 1.78 0.24 1.09
S -0.70 1.82 0.41
H -1.82 -1.05 -1.19
H -0.58 -2.27 1.48
H 2.91 0.88 0.63
H -0.21 1.55 1.61
*
```

***

Of them, <ii> has the lowest stability.